1.
{"formula": "C25H25N2", "method": "ωB97M-V/def2-TZVPD", "species": ["C", "N", "C", "C", "C", "C", "C", "C", "C", "C", "C", "C", "C", "C", "C", "C", "C", "H", "H", "H", "H", "H", "H", "H", "H", "H", "H", "H", "H", "H", "H", "C", "C", "C", "N", "C", "C", "C", "C", "C", "C", "H", "H", "H", "H", "H", "H", "H", "H", "H", "H", "H"], "xyz": [[4.37003, -1.10009, 0.32366], [2.95483, -1.43507, 0.30916], [1.95478, -0.53142, 0.13659], [0.69806, -1.17274, 0.31412], [-0.55112, -0.56745, 0.16541], [-1.78277, -1.32886, 0.21166], [-1.93544, -2.44614, -0.64936], [-3.03031, -3.29419, -0.54592], [-3.99528, -3.07451, 0.44682], [-3.89054, -1.94485, 1.26936], [-2.84413, -1.03355, 1.11602], [1.01381, -2.59138, 0.63234], [0.30976, -3.74115, 0.96728], [1.00291, -4.95800, 1.11440], [2.40066, -5.03814, 0.99651], [3.14908, -3.88117, 0.72934], [2.42600, -2.70310, 0.56806], [4.96361, -2.02397, 0.29982], [4.61464, -0.47730, -0.55285], [4.63774, -0.53051, 1.23403], [2.14135, 0.51268, -0.12288], [-0.59703, 0.50816, -0.03900], [-1.15174, -2.63160, -1.39419], [-3.10709, -4.14807, -1.21872], [-4.83905, -3.76272, 0.54341], [-4.64901, -1.77306, 2.03200], [-2.80705, -0.10845, 1.69969], [-0.76470, -3.68609, 1.12712], [0.43955, -5.86175, 1.33523], [2.92494, -5.98395, 1.12451], [4.23748, -3.90743, 0.62724], [1.47263, 2.67198, -3.15053], [0.24622, 3.19172, -2.39015], [-0.26422, 4.54017, -2.83837], [-0.16366, 2.53540, -1.36279], [-0.71692, 3.03844, -0.18920], [-0.24238, 2.47741, 1.02309], [-0.68307, 2.95410, 2.24682], [-1.65528, 3.96203, 2.28020], [-2.09985, 4.56748, 1.09856], [-1.67770, 4.07770, -0.13985], [1.47974, 3.02520, -4.19302], [2.36855, 3.07037, -2.64411], [1.50514, 1.57436, -3.10784], [0.18316, 4.82992, -3.79157], [-1.34903, 4.53633, -2.96879], [0.00599, 5.29214, -2.08854], [0.46190, 1.64267, 0.94858], [-0.26492, 2.54068, 3.16181], [-2.06576, 4.28222, 3.23914], [-2.77645, 5.42435, 1.14610], [-2.05805, 4.48123, -1.08037]], "atomic_forces_ev_per_a": [[0.685, 0.337, -0.091], [-1.429, 2.155, -0.402], [1.330, -1.084, 0.203], [-1.408, -0.322, -0.059], [1.325, -0.220, -0.181], [-1.391, -0.847, 0.000], [0.398, 0.332, 0.267], [-0.094, 0.127, 0.158], [0.340, 0.259, -0.191], [-0.055, -0.018, -0.170], [0.689, -0.092, -0.453], [1.061, -0.077, -0.080], [-0.030, -0.456, 0.142], [0.057, 0.447, 0.076], [0.029, 0.640, -0.154], [-0.477, -0.263, 0.076], [-0.399, -0.322, 0.122], [-0.244, 0.470, -0.080], [-0.095, -0.362, 0.338], [-0.268, -0.384, -0.387], [0.037, -0.391, 0.128], [0.006, -0.517, 0.098], [-0.371, -0.025, 0.317], [-0.053, 0.246, 0.159], [0.322, 0.275, 0.063], [0.165, 0.070, -0.232], [0.023, -0.439, -0.040], [0.292, -0.255, -0.118], [0.097, 0.214, 0.013], [-0.254, 0.189, -0.053], [-0.478, -0.082, 0.140], [-0.856, -0.256, -0.102], [-0.009, -0.079, 0.412], [0.226, 0.089, 0.013], [2.043, -0.536, -0.600], [-1.313, 0.844, 0.461], [-0.073, 0.268, -0.753], [-0.404, 0.143, -0.181], [0.184, 0.194, 0.054], [-0.021, -0.394, 0.019], [0.514, -0.292, 0.227], [0.067, -0.258, 0.369], [-0.333, -0.059, -0.139], [0.058, 0.326, -0.046], [-0.014, -0.026, 0.179], [0.186, 0.008, 0.065], [-0.175, 0.047, -0.048], [-0.051, 0.726, 0.259], [-0.251, 0.049, -0.095], [0.263, 0.063, -0.272], [0.075, -0.428, -0.014], [0.073, -0.036, 0.583]], "lumo_energy_ev": -4.701, "de_lowest_kcal_mol": 37.6, "spin_multiplicity": 1, "total_charge": 1}

2.
{"formula": "C3H7NO2", "method": "ωB97M-V/def2-TZVPD", "species": ["N", "C", "O", "C", "C", "O", "H", "H", "H", "H", "H", "H", "H"], "xyz": [[0.11572, 1.58949, 0.59534], [1.13327, 1.17950, -0.07272], [2.17711, 1.48633, -0.56616], [0.95801, -0.73008, -0.34283], [-0.29412, -1.31714, -0.19461], [-1.88000, 0.04583, 0.01894], [-1.24235, 0.73671, 0.40588], [0.23691, 2.58184, 0.79434], [1.64994, -0.90032, 0.48108], [1.40137, -0.76700, -1.33347], [-0.83468, -1.71152, -1.04851], [-0.62876, -1.68522, 0.76855], [-2.05941, 0.38720, -0.86906]], "atomic_forces_ev_per_a": [[0.232, -0.154, -0.124], [0.382, 0.475, -0.051], [-0.620, -0.229, 0.266], [-0.147, -0.365, -0.061], [0.316, -0.150, -0.021], [-0.080, 0.225, -0.124], [0.036, -0.004, -0.098], [-0.009, -0.047, -0.008], [-0.115, 0.090, -0.062], [-0.100, 0.044, 0.121], [0.097, 0.090, 0.115], [0.041, 0.106, -0.130], [-0.033, -0.080, 0.178]], "lumo_energy_ev": -0.361, "de_lowest_kcal_mol": 83.2, "spin_multiplicity": 1, "total_charge": 0}

3.
{"formula": "C3H6N4S", "method": "ωB97M-V/def2-TZVPD", "species": ["C", "C", "C", "N", "N", "N", "N", "S", "H", "H", "H", "H", "H", "H"], "xyz": [[-2.36445, -0.32525, 0.43808], [-0.02837, 0.47194, 0.10563], [2.43149, 0.60918, -0.07164], [-1.16110, -0.22583, 0.00516], [1.21654, -1.56840, 0.14008], [1.20331, -0.17907, 0.13200], [-3.57499, -0.53419, -0.11463], [-0.15466, 2.16717, 0.22846], [2.53184, 0.95853, -1.15852], [2.33568, 1.62856, 0.41358], [3.38872, -0.02865, 0.18236], [2.12135, -1.87864, 0.26333], [-4.27437, -0.55367, 0.60346], [-3.67098, -0.54168, -1.16737]], "atomic_forces_ev_per_a": [[2.739, 0.536, -1.041], [-0.349, 1.633, 0.578], [1.358, 0.705, -0.909], [-3.047, -1.437, 0.451], [-3.364, 2.943, -0.285], [0.350, -1.954, -0.254], [2.308, 0.224, -0.783], [0.395, -0.975, -0.211], [-0.234, -0.970, 1.135], [0.360, -1.628, 0.161], [-2.122, 1.398, -0.184], [2.798, -0.320, 0.204], [-0.779, -0.161, -0.752], [-0.413, 0.005, 1.888]], "lumo_energy_ev": [0.791, -1.325], "de_lowest_kcal_mol": 4.0, "spin_multiplicity": 3, "total_charge": 0}

4.
{"formula": "C2H11N5", "method": "ωB97M-V/def2-TZVPD", "species": ["C", "C", "N", "N", "N", "N", "N", "H", "H", "H", "H", "H", "H", "H", "H", "H", "H", "H"], "xyz": [[0.01697, 0.20930, 1.15958], [0.48787, -1.18255, 0.77551], [-0.77924, 0.95770, -1.20913], [-1.22593, 0.54398, 1.40837], [0.96073, 1.18544, 1.23344], [-1.41138, 0.00971, -2.11770], [1.63703, -1.26567, -0.10744], [-0.71238, 1.83111, -1.73615], [-1.81638, -0.26470, 1.57813], [-1.37244, 0.95062, -0.18110], [1.72719, 1.14796, 0.58257], [0.60666, 2.10498, 1.44576], [-0.68279, -0.40196, -2.70865], [-1.77884, -0.74649, -1.54200], [2.48866, -0.97133, 0.35434], [1.48461, -0.68335, -0.92601], [0.71727, -1.72693, 1.69749], [-0.34763, -1.69783, 0.29299]], "atomic_forces_ev_per_a": [[-1.098, 0.492, 0.429], [0.026, -0.056, 0.096], [-0.857, -0.413, 1.742], [1.176, -0.512, 0.921], [0.000, -0.219, 0.019], [-0.245, -0.117, -0.202], [-0.003, 0.172, -0.018], [-0.587, -0.116, 0.617], [0.048, -0.178, -0.285], [1.683, 0.802, -3.613], [-0.010, -0.033, 0.052], [-0.056, -0.025, -0.074], [-0.188, 0.057, 0.417], [0.116, 0.119, -0.207], [-0.008, -0.048, -0.047], [0.020, -0.031, 0.067], [-0.048, 0.012, -0.055], [0.030, 0.094, 0.141]], "lumo_energy_ev": 0.950, "smiles": "[H]/N=C(/N)CN.NN", "de_lowest_kcal_mol": 55.1, "spin_multiplicity": 1, "total_charge": 0}

> Which formula does entry 1 have?

C25H25N2

Copy entry 3 word for word.
{"formula": "C3H6N4S", "method": "ωB97M-V/def2-TZVPD", "species": ["C", "C", "C", "N", "N", "N", "N", "S", "H", "H", "H", "H", "H", "H"], "xyz": [[-2.36445, -0.32525, 0.43808], [-0.02837, 0.47194, 0.10563], [2.43149, 0.60918, -0.07164], [-1.16110, -0.22583, 0.00516], [1.21654, -1.56840, 0.14008], [1.20331, -0.17907, 0.13200], [-3.57499, -0.53419, -0.11463], [-0.15466, 2.16717, 0.22846], [2.53184, 0.95853, -1.15852], [2.33568, 1.62856, 0.41358], [3.38872, -0.02865, 0.18236], [2.12135, -1.87864, 0.26333], [-4.27437, -0.55367, 0.60346], [-3.67098, -0.54168, -1.16737]], "atomic_forces_ev_per_a": [[2.739, 0.536, -1.041], [-0.349, 1.633, 0.578], [1.358, 0.705, -0.909], [-3.047, -1.437, 0.451], [-3.364, 2.943, -0.285], [0.350, -1.954, -0.254], [2.308, 0.224, -0.783], [0.395, -0.975, -0.211], [-0.234, -0.970, 1.135], [0.360, -1.628, 0.161], [-2.122, 1.398, -0.184], [2.798, -0.320, 0.204], [-0.779, -0.161, -0.752], [-0.413, 0.005, 1.888]], "lumo_energy_ev": [0.791, -1.325], "de_lowest_kcal_mol": 4.0, "spin_multiplicity": 3, "total_charge": 0}

Copy entry 4 word for word.
{"formula": "C2H11N5", "method": "ωB97M-V/def2-TZVPD", "species": ["C", "C", "N", "N", "N", "N", "N", "H", "H", "H", "H", "H", "H", "H", "H", "H", "H", "H"], "xyz": [[0.01697, 0.20930, 1.15958], [0.48787, -1.18255, 0.77551], [-0.77924, 0.95770, -1.20913], [-1.22593, 0.54398, 1.40837], [0.96073, 1.18544, 1.23344], [-1.41138, 0.00971, -2.11770], [1.63703, -1.26567, -0.10744], [-0.71238, 1.83111, -1.73615], [-1.81638, -0.26470, 1.57813], [-1.37244, 0.95062, -0.18110], [1.72719, 1.14796, 0.58257], [0.60666, 2.10498, 1.44576], [-0.68279, -0.40196, -2.70865], [-1.77884, -0.74649, -1.54200], [2.48866, -0.97133, 0.35434], [1.48461, -0.68335, -0.92601], [0.71727, -1.72693, 1.69749], [-0.34763, -1.69783, 0.29299]], "atomic_forces_ev_per_a": [[-1.098, 0.492, 0.429], [0.026, -0.056, 0.096], [-0.857, -0.413, 1.742], [1.176, -0.512, 0.921], [0.000, -0.219, 0.019], [-0.245, -0.117, -0.202], [-0.003, 0.172, -0.018], [-0.587, -0.116, 0.617], [0.048, -0.178, -0.285], [1.683, 0.802, -3.613], [-0.010, -0.033, 0.052], [-0.056, -0.025, -0.074], [-0.188, 0.057, 0.417], [0.116, 0.119, -0.207], [-0.008, -0.048, -0.047], [0.020, -0.031, 0.067], [-0.048, 0.012, -0.055], [0.030, 0.094, 0.141]], "lumo_energy_ev": 0.950, "smiles": "[H]/N=C(/N)CN.NN", "de_lowest_kcal_mol": 55.1, "spin_multiplicity": 1, "total_charge": 0}